[1]
Computed, not measured: 3 unconnected molecules or ions with the total composition H6O3 at a distorted geometry, with ωB97M-V/def2-TZVPD.

Each line ends with the Löwdin spin population.
Element x y z (Å)
O -0.58 -2.32 -1.68  0.05
H 0.22 -2.01 -2.10  0.01
H -0.39 -2.31 -0.74  0.01
O 0.14 -0.56 0.48  0.21
H -0.36 -0.74 1.28  0.06
H 0.07 0.38 0.36  0.03
O 0.34 2.30 0.48  0.38
H 0.04 3.20 0.52  0.12
H 0.53 2.07 1.39  0.14

charge: -1
Kohn-Sham gap (alpha / beta): 3.257 / 11.094 eV
strongest force on any atom: 1.47 eV Å⁻¹
spin multiplicity: 2
DFT total energy: -229.27621 Ha
energy above the lowest of the compared OMol25 structures with the same formula, charge and spin: 5.5 kcal per mole
HOMO level (alpha / beta): 0.918 / -6.948 eV
LUMO (alpha / beta): 4.17 / 4.15 eV
⟨S²⟩: 0.75

---

[2]
Computed, not measured: a molecular structure, C16H14GeNO9Tm at a distorted geometry, with ωB97M-V/def2-TZVPD.

Each line ends with the Löwdin spin population.
Element x y z (Å)
Tm -0.37 0.29 -0.47  2.01
O -1.84 2.87 2.76  0.00
C -1.00 2.01 2.11  0.00
O -1.10 2.06 0.73  0.00
C -0.26 1.01 2.64  0.00
C 0.11 0.81 4.03  0.00
C 1.10 -0.06 4.32  0.00
C 1.78 -0.81 3.30  0.00
C 1.31 -0.68 2.03  0.00
N 0.30 0.14 1.70  0.00
C 1.86 -1.46 0.84  0.00
O 2.79 -2.24 0.98  0.00
O 1.25 -1.18 -0.28  0.00
H -2.67 2.79 2.24  0.00
H -0.40 1.39 4.80  0.00
H 1.39 -0.19 5.36  0.00
H 2.59 -1.49 3.51  0.00
O 0.69 -2.43 -5.64  0.00
C 0.35 -1.79 -4.69  0.00
C 0.91 -0.43 -4.26  0.00
O 1.69 0.25 -4.88  0.00
C 0.27 -0.13 -2.97  0.00
C -0.70 -1.10 -2.66  0.00
O -1.48 -1.04 -1.62  0.00
C -0.75 -2.13 -3.70  0.00
O -1.52 -3.07 -3.79  0.00
O 0.52 0.93 -2.25  0.00
C -4.56 2.64 -1.73  0.00
Ge -2.65 2.23 -1.60  0.00
C -2.38 1.61 -3.43  0.00
C -1.70 3.95 -1.55  0.00
C -2.46 1.60 0.26  0.00
H -4.75 3.29 -2.60  0.00
H -4.91 3.13 -0.82  0.00
H -5.14 1.72 -1.87  0.00
H -3.00 2.29 -4.02  0.00
H -2.73 0.59 -3.59  0.00
H -1.34 1.70 -3.76  0.00
H -2.05 4.60 -2.36  0.00
H -0.63 3.79 -1.66  0.00
H -1.88 4.43 -0.59  0.00
H -2.50 0.51 0.45  0.00

charge: -2
Kohn-Sham gap: 5.551 eV
strongest force on any atom: 3.00 eV Å⁻¹
spin multiplicity: 3
DFT total energy: -4512.25148 Ha
HOMO level: -0.669 eV
LUMO: 4.88 eV
⟨S²⟩: 2.00

---

[3]
Computed, not measured: C6H11P in the gas phase at a distorted geometry, with ωB97M-V/def2-TZVPD.

Each line ends with the Löwdin charge.
Element x y z (Å)
H 1.00 2.40 0.18  -0.15
P 1.98 1.40 0.11  0.92
C 0.94 0.06 -0.05  -0.61
C 1.61 -1.22 -0.10  -0.27
C 1.07 -2.43 -0.08  0.03
C -0.56 0.14 -0.09  -0.47
C -1.06 1.09 -1.18  -0.09
C -1.11 0.55 1.28  -0.08
H 2.70 -1.14 -0.14  0.07
H 1.69 -3.31 -0.11  0.05
H 0.01 -2.61 -0.02  0.05
H -0.95 -0.85 -0.33  0.11
H -0.78 2.12 -0.97  0.05
H -2.15 1.05 -1.24  0.08
H -0.65 0.81 -2.14  0.08
H -0.76 1.54 1.56  0.07
H -2.20 0.56 1.27  0.08
H -0.78 -0.16 2.05  0.08

Kohn-Sham gap: 8.270 eV
strongest force on any atom: 1.11 eV Å⁻¹
DFT total energy: -576.50787 Ha
energy above the lowest of the compared OMol25 structures with the same formula, charge and spin: 6.1 kcal per mole
SMILES: [H]/P=C(/C=C)C(C)C
HOMO level: -8.464 eV
LUMO: -0.19 eV

---

[4]
Computed, not measured: 11 unconnected molecules or ions with the total composition C7H36NO10 at a distorted geometry, with ωB97M-V/def2-TZVPD.

Each line ends with the Löwdin charge.
Element x y z (Å)
C -0.11 -2.93 -1.11  -0.03
C -0.76 -2.23 0.14  -0.26
C -1.46 -0.94 -0.39  -0.16
C -2.94 -1.20 -0.65  -0.19
C -3.87 -0.14 0.07  -0.19
C -3.66 1.26 -0.51  -0.19
C -4.14 1.69 -1.65  -0.01
N 0.30 -1.77 1.08  0.15
H -0.79 -3.70 -1.44  0.08
H 0.76 -3.49 -0.86  0.07
H 0.18 -2.37 -2.00  0.09
H -1.39 -2.96 0.63  0.14
H -1.20 -0.06 0.18  0.06
H -1.19 -0.71 -1.49  0.14
H -3.00 -1.09 -1.77  0.12
H -3.36 -2.16 -0.30  0.11
H -4.91 -0.54 -0.04  0.12
H -3.74 -0.08 1.16  0.11
H -3.04 1.88 0.15  0.09
H -4.00 2.62 -2.27  0.07
H -4.86 1.16 -2.26  0.06
H 0.32 -2.09 2.13  0.16
H 0.37 -0.76 1.18  0.12
H 1.21 -1.93 0.68  0.08
H 4.68 1.50 0.22  0.04
H 5.41 0.20 0.05  0.03
O 5.41 1.11 -0.29  -0.04
H -0.81 2.55 2.78  0.08
H -0.55 1.98 1.33  -0.03
O -0.52 1.77 2.26  -0.06
H 2.25 -1.73 3.57  0.06
H 2.35 -3.05 2.68  0.09
O 2.15 -2.10 2.70  -0.05
H 0.41 -3.09 4.55  0.03
H -1.15 -2.78 4.23  0.05
O -0.31 -3.12 3.94  -0.02
H 3.66 0.79 -2.18  0.04
H 4.35 1.57 -3.30  0.04
O 3.53 1.15 -3.10  -0.05
H -0.72 2.75 -3.94  0.04
H -1.97 2.97 -3.25  0.05
O -1.16 2.44 -3.15  -0.04
H 2.67 -0.02 0.76  0.03
H 3.48 -1.23 0.33  0.06
O 2.68 -0.73 0.11  -0.04
H 1.31 1.36 2.36  0.01
H 2.80 1.68 2.96  0.02
O 2.08 1.08 2.89  -0.05
H 0.19 2.07 -1.13  0.02
H -1.16 2.45 -0.95  0.04
O -0.51 1.92 -0.45  -0.10
H 2.20 2.57 -2.44  0.00
H 0.99 3.55 -2.38  0.08
O 1.55 2.92 -1.85  -0.06

charge: +1
Kohn-Sham gap: 9.353 eV
strongest force on any atom: 3.28 eV Å⁻¹
DFT total energy: -1095.17152 Ha
energy above the lowest of the compared OMol25 structures with the same formula, charge and spin: 40.5 kcal per mole
HOMO level: -12.000 eV
LUMO: -2.65 eV

---

[5]
Computed, not measured: a molecular structure, C9H17AgN3S, with ωB97M-V/def2-TZVPD.

Each line ends with the Löwdin charge.
Element x y z (Å)
Ag 0.99 -0.04 2.19  0.55
N -0.38 -1.95 1.59  -0.04
C -1.65 -1.65 0.89  -0.24
C -1.50 -0.46 -0.07  -0.21
C -2.32 0.77 0.33  -0.20
C -1.93 1.37 1.67  -0.26
N -0.51 1.82 1.67  -0.04
H 0.23 -2.46 0.97  0.07
H -0.57 -2.59 2.36  0.09
H -2.40 -1.43 1.64  0.11
H -2.01 -2.53 0.34  0.12
H -1.78 -0.75 -1.08  0.11
H -0.44 -0.18 -0.10  0.06
H -3.38 0.49 0.38  0.12
H -2.23 1.53 -0.45  0.11
H -2.04 0.63 2.47  0.10
H -2.60 2.20 1.90  0.12
H -0.38 2.49 2.43  0.08
H -0.35 2.36 0.82  0.08
S 3.26 0.05 1.17  0.57
C 2.58 -0.01 -0.39  -0.79
N 2.36 1.15 -1.06  0.06
C 1.86 1.23 -2.32  -0.05
C 1.55 0.10 -3.00  -0.04
C 1.78 -1.14 -2.38  -0.03
C 2.28 -1.19 -1.10  -0.10
H 2.64 2.00 -0.57  0.15
H 1.74 2.22 -2.74  0.14
H 1.16 0.15 -4.01  0.12
H 1.57 -2.06 -2.92  0.12
H 2.49 -2.13 -0.61  0.11

charge: +1
Kohn-Sham gap: 8.126 eV
strongest force on any atom: 0.44 eV Å⁻¹
DFT total energy: -1062.37443 Ha
HOMO level: -11.607 eV
LUMO: -3.48 eV

---

[6]
Computed, not measured: C4H11N2 in the gas phase at a distorted geometry, with ωB97M-V/def2-TZVPD.

Each line ends with the Löwdin spin population.
Element x y z (Å)
C -1.06 1.03 -0.94  0.00
C 0.53 1.10 -0.65  0.00
C 0.82 0.56 0.74  0.02
C 1.09 -1.77 1.44  0.53
N 0.47 -0.89 0.72  0.30
N -1.63 -0.39 -0.90  0.00
H -1.56 1.53 -0.15  0.00
H -1.29 1.48 -1.84  0.00
H 0.92 2.27 -0.66  0.00
H 1.14 0.52 -1.31  0.00
H 0.29 1.00 1.57  0.01
H 1.93 0.56 0.96  0.01
H 1.96 -1.68 2.05  0.06
H 0.89 -2.87 1.30  0.05
H -2.57 -0.33 -0.67  0.00
H -0.17 -1.10 0.01  0.01
H -1.77 -1.00 -1.70  0.00

Kohn-Sham gap (alpha / beta): 5.844 / 10.499 eV
strongest force on any atom: 5.93 eV Å⁻¹
spin multiplicity: 2
DFT total energy: -268.39370 Ha
energy above the lowest of the compared OMol25 structures with the same formula, charge and spin: 32.6 kcal per mole
HOMO level (alpha / beta): -4.876 / -9.545 eV
LUMO (alpha / beta): 0.97 / 0.95 eV
⟨S²⟩: 0.75